{
  "formula": "C32H21BrN5O2RbS3",
  "method": "ωB97M-V with the def2-TZVPD basis set",
  "e_lumo_ev": 3.04,
  "energy_ev": -148278.3930,
  "relative_energy_kj_mol": 39.3,
  "orbital_gap_ev": 3.9,
  "spin_multiplicity": 1,
  "homo_energy_ev": -0.90,
  "charge": -2,
  "mol_weight_g_mol": 769.1,
  "elements": ["Rb", "C", "O", "C", "C", "C", "Br", "C", "C", "C", "O", "C", "N", "C", "C", "C", "C", "C", "C", "N", "H", "H", "H", "H", "H", "H", "H", "H", "H", "H", "H", "C", "C", "C", "C", "C", "C", "C", "C", "C", "S", "C", "N", "H", "H", "H", "H", "H", "H", "H", "H", "S", "C", "C", "C", "C", "N", "C", "C", "C", "S", "C", "N", "H", "H"],
  "xyz": [[-1.551326, 1.490710, 0.265836], [-2.036291, 0.911527, 4.520256], [-0.982375, 1.013051, 3.581084], [0.287202, 1.007138, 4.037438], [0.633842, 1.022797, 5.378463], [1.982185, 1.018923, 5.717255], [2.456573, 1.039568, 7.566829], [2.980736, 1.010959, 4.780841], [2.639161, 1.004757, 3.417987], [1.283182, 0.989594, 3.040451], [0.877600, 0.953702, 1.774451], [3.640816, 1.035939, 2.375703], [3.344702, 1.058352, 1.101699], [4.528108, 1.137128, 0.414149], [4.763551, 1.218366, -0.954620], [6.082566, 1.280924, -1.366887], [7.141915, 1.268933, -0.451010], [6.919467, 1.202630, 0.915563], [5.597484, 1.141354, 1.329647], [5.003468, 1.079193, 2.573695], [-1.928655, 0.016063, 5.139040], [-2.950021, 0.835251, 3.932935], [-2.084232, 1.796993, 5.162615], [-0.118987, 1.036948, 6.150902], [4.015625, 1.017625, 5.091831], [1.676065, 0.938267, 1.167022], [3.927372, 1.254771, -1.643567], [6.304986, 1.349030, -2.424090], [8.159824, 1.320617, -0.817511], [7.739221, 1.204232, 1.624179], [5.477768, 1.100640, 3.455914], [-0.751424, -2.281454, 0.023699], [-0.871818, -1.657003, -1.341699], [-1.588846, -2.326196, -2.356691], [-1.659171, -1.760841, -3.594070], [-1.043900, -0.513188, -3.839781], [-1.092228, 0.106058, -5.102990], [-0.494073, 1.329027, -5.270794], [0.159386, 1.959924, -4.209052], [0.244308, 1.397127, -2.937132], [1.097800, 2.223349, -1.682738], [-0.373464, 0.109354, -2.747274], [-0.295511, -0.494716, -1.535623], [-0.259607, -3.254652, -0.047350], [-1.742664, -2.430334, 0.460059], [-0.164962, -1.635538, 0.675850], [-2.096121, -3.258807, -2.139712], [-2.211099, -2.250207, -4.390027], [-1.603789, -0.396792, -5.916120], [-0.537914, 1.821224, -6.237132], [0.614410, 2.931603, -4.350392], [-4.157618, 1.743740, -1.723309], [-4.585263, 0.102194, -1.419122], [-4.727829, -0.756833, -2.520348], [-5.120890, -2.084847, -2.406150], [-5.197466, -2.911054, -3.558991], [-5.236171, -3.573545, -4.503904], [-5.399563, -2.610578, -1.124871], [-5.257517, -1.775885, -0.017876], [-4.834339, -0.442408, -0.107970], [-4.686833, 0.469408, 1.354656], [-5.807444, -3.960422, -0.957921], [-6.138879, -5.055175, -0.799349], [-4.507460, -0.356174, -3.500926], [-5.483555, -2.162313, 0.966935]],
  "forces_ev_per_a": [[-0.29, 0.02, -0.09], [-0.29, 0.00, 0.03], [0.27, -0.01, -0.18], [-0.35, 0.02, 0.35], [-0.01, -0.02, -0.24], [0.24, 0.01, 0.27], [-0.03, -0.01, -0.05], [-0.08, 0.03, -0.18], [-0.58, -0.03, 0.41], [0.48, -0.06, -0.37], [0.00, -0.06, 0.26], [0.52, 0.04, -0.48], [-0.34, -0.05, 0.25], [0.50, -0.03, 0.03], [-0.01, 0.00, -0.09], [-0.06, 0.01, -0.03], [0.03, 0.00, 0.13], [0.15, 0.02, 0.00], [-0.25, 0.02, -0.27], [-0.15, -0.02, 0.17], [0.03, 0.00, -0.03], [0.03, -0.03, -0.04], [0.06, -0.01, -0.02], [-0.01, 0.00, -0.02], [0.01, 0.00, 0.04], [-0.15, 0.19, -0.14], [-0.07, 0.00, 0.02], [-0.01, 0.00, 0.00], [0.00, 0.00, 0.00], [0.01, 0.00, -0.03], [-0.02, -0.01, 0.05], [-0.09, 0.07, -0.05], [0.10, 0.14, 0.01], [-0.05, -0.07, -0.19], [-0.05, -0.09, 0.11], [0.14, 0.04, 0.30], [0.03, 0.08, -0.15], [-0.14, -0.18, -0.10], [-0.07, -0.12, 0.26], [0.10, 0.04, -0.28], [0.31, 0.22, 0.41], [-0.13, -0.01, -0.59], [-0.06, -0.20, 0.28], [-0.03, -0.02, 0.05], [0.01, -0.03, 0.02], [0.01, 0.01, 0.00], [0.02, -0.01, 0.00], [-0.02, 0.02, -0.01], [-0.03, 0.04, 0.01], [0.01, 0.00, 0.01], [0.01, 0.00, -0.02], [0.11, 0.20, -0.05], [-0.07, 0.03, 0.02], [-0.08, -0.26, 0.01], [0.01, 0.14, 0.46], [0.02, -0.21, -0.43], [0.00, 0.06, 0.08], [0.15, 0.42, -0.17], [0.07, -0.05, -0.17], [-0.09, -0.15, -0.12], [0.24, 0.19, 0.42], [-0.13, -0.38, 0.11], [0.02, 0.07, -0.01], [-0.01, 0.02, -0.01], [0.03, -0.04, 0.01]],
  "nbo_charge": [0.908, -0.264, -0.471, 0.266, -0.315, -0.090, 0.006, -0.237, -0.175, 0.388, -0.686, 0.392, -0.474, 0.092, -0.170, -0.241, -0.216, -0.282, 0.160, -0.554, 0.171, 0.250, 0.164, 0.235, 0.205, 0.542, 0.274, 0.211, 0.201, 0.203, 0.410, -0.653, 0.226, -0.277, -0.125, -0.101, -0.245, -0.202, -0.267, -0.156, -0.546, 0.188, -0.477, 0.205, 0.232, 0.223, 0.216, 0.212, 0.193, 0.189, 0.206, -0.485, -0.206, -0.130, -0.238, 0.335, -0.416, -0.217, -0.198, -0.183, -0.544, 0.322, -0.415, 0.215, 0.217]
}